Here is an isolated ion of composition HN2O3S and charge -1 from the Open Molecules 2025 dataset. Energies are from wB97M-V/def2-TZVPD.

```
7
Properties=species:S:1:pos:R:3:forces:R:3:nbo_charge:R:1
N 1.5127 0.5032 0.2410 -5.2 2.2 -1.9 -0.5685
N 0.1854 0.8191 -0.1655 5.2 -0.1 2.2 0.1176
O -0.2468 1.9555 -0.2282 0.2 0.0 0.0 -0.4466
O -1.7290 -0.5847 0.9923 0.4 0.1 -0.8 -0.9858
O -0.0825 -1.6235 -0.5407 -0.4 -0.5 -0.1 -1.0280
S -1.1090 -0.5862 -0.3491 -0.3 -0.7 0.5 1.5767
H 1.4691 -0.4833 0.0502 0.1 -1.0 0.1 0.3346
```
Positions in Å, forces in eV/Å.

Properties
Orbital gap ... 8.57 eV
Relative energy (zero: lowest compared OMol25 entry of this formula, charge and spin) ... 78.4 kcal per mole
DFT total energy ... -733.99126 Eh
Net charge ... -1
E_HOMO ... -4.55 eV